16
Properties=species:S:1:pos:R:3:forces:R:3:nbo_charge:R:1 method="wB97M-V/def2-TZVPD" smiles=CC[C@@]1(C)CO1 e_lumo_ev=1.00 charge=0 homo_ev=-9.7 gap_ev=10.68
C -1.71055 0.08242 -0.69125 -0.079 0.016 -0.047 -0.60
C -0.58955 -0.95549 -0.55488 0.074 -0.122 -0.006 -0.42
C 0.55448 -0.36005 0.22058 -0.336 0.572 -0.277 0.20
C 1.26769 0.83454 -0.40909 -0.132 0.187 -0.405 -0.63
C 0.61251 -0.10060 1.65126 0.606 -0.443 0.221 -0.16
O 1.56157 -1.07855 0.85815 0.085 1.043 1.088 -0.49
H -1.37147 0.97503 -1.22930 -0.055 -0.198 0.065 0.21
H -2.07251 0.40947 0.29180 0.091 -0.112 -0.148 0.21
H -2.56066 -0.32968 -1.24040 0.081 0.024 0.059 0.22
H -0.22004 -1.24389 -1.54593 -0.100 -0.028 0.065 0.21
H -0.96508 -1.86026 -0.06609 0.130 0.117 0.024 0.22
H 1.61463 0.55354 -1.40121 -0.065 0.198 -0.203 0.22
H 0.62775 1.71730 -0.43584 0.029 0.025 -0.305 0.20
H 2.15277 1.07090 0.20062 -0.364 -0.112 -0.249 0.23
H 0.44413 -0.69231 2.52736 -1.433 -0.390 -0.064 0.21
H 0.67744 0.98913 1.85538 1.469 -0.778 0.183 0.18

---

17
Properties=species:S:1:pos:R:3:forces:R:3:nbo_charge:R:1 method="wB97M-V/def2-TZVPD" smiles="N[C@H]1C=CC=CC1=[NH2+]" e_lumo_ev=-5.31 charge=+1 homo_ev=-13.6 gap_ev=8.25
N -0.01777 1.61888 1.69124 0.957 -0.195 -1.315 -0.77
C -0.48322 0.64260 0.73118 -0.203 -1.312 -0.588 -0.10
C -0.69610 1.36087 -0.57271 1.402 -1.812 -0.976 -0.04
C -0.29138 0.82500 -1.75362 -1.395 2.642 2.288 -0.28
C 0.32166 -0.36915 -1.90264 0.830 -4.742 2.094 -0.02
C 0.58763 -1.36339 -0.98953 -1.801 3.830 2.312 -0.33
C 0.19195 -1.02216 0.37064 0.421 2.392 -1.388 0.41
N 0.24336 -1.88543 1.33047 -0.907 2.502 1.087 -0.67
H 0.72207 2.18216 1.29299 -0.011 0.270 -0.378 0.37
H 0.42260 1.29517 2.51634 -0.160 -0.884 1.224 0.38
H -1.46671 0.35545 1.10100 -0.198 -0.595 -0.111 0.24
H -1.05663 2.34934 -0.54787 -0.567 1.018 0.299 0.24
H -0.34143 1.28186 -2.68773 -0.691 1.627 -1.033 0.24
H 0.43549 -0.66972 -2.86595 0.987 -0.612 -2.903 0.22
H 1.08557 -2.25266 -1.14548 0.851 -1.750 -0.730 0.24
H 0.36557 -2.84761 1.20092 0.379 -1.561 -0.109 0.43
H -0.02265 -1.50122 2.23076 0.107 -0.818 0.226 0.42

---

76
Properties=species:S:1:pos:R:3:forces:R:3:lowdin_charge:R:1 method="wB97M-V/def2-TZVPD" s2=0.76 e_lumo_ev="-0.96 / -1.53" charge=0 homo_ev="-8.8 / -8.8" gap_ev="7.83 / 7.24" multiplicity=2
Ru -0.45484 -1.28543 0.41598 -2.147 -1.981 2.969 1.46
N -2.34763 -1.58913 3.62267 -0.048 0.050 0.283 0.13
C -2.52844 -2.48484 2.66078 -0.001 -0.190 -0.366 -0.65
N -1.91421 -2.53388 1.48112 0.365 0.652 0.098 0.01
C -2.44740 -3.55437 0.70328 0.022 -0.073 -0.025 -0.33
C -3.42982 -4.27762 1.26908 0.098 0.068 0.024 -0.34
S -3.73953 -3.70687 2.85990 -0.016 0.020 0.027 1.09
C -1.88785 -3.74073 -0.62074 0.009 -0.015 0.070 -0.33
C -2.11542 -4.76335 -1.46491 -0.034 0.063 0.006 -0.33
S -1.22936 -4.53641 -2.92100 0.035 -0.019 0.010 1.10
C -0.56629 -3.06917 -2.28946 -0.367 -0.265 0.272 -0.67
N -1.00293 -2.77356 -1.07041 0.839 0.377 -0.242 -0.03
N 0.20950 -2.30788 -3.05249 0.218 0.229 -0.217 0.12
H -1.61826 -0.89818 3.48469 0.439 0.190 -0.011 0.07
H -2.77740 -1.72184 4.52220 0.032 0.044 -0.098 0.12
H -3.98268 -5.09592 0.85332 -0.041 -0.130 -0.079 0.08
H -2.73110 -5.62946 -1.31597 -0.059 -0.071 0.045 0.08
H 0.68782 -2.75557 -3.81825 -0.047 0.056 0.001 0.12
H 0.74875 -1.61030 -2.55386 0.099 0.028 0.050 0.04
C 5.60689 2.83757 0.74855 -0.003 -0.021 0.014 -0.04
C 4.80650 1.56598 0.71022 -0.018 0.013 0.001 -0.26
C 3.44950 1.57023 1.00821 -0.010 0.012 0.005 -0.02
C 2.70750 0.40086 0.96234 -0.029 -0.047 -0.005 -0.06
C 3.32431 -0.79060 0.61890 0.050 -0.032 0.161 -0.27
C 4.68525 -0.82123 0.33234 -0.029 0.069 0.057 -0.05
C 5.41201 0.35502 0.37809 -0.039 -0.040 -0.023 -0.03
S 2.40637 -2.29024 0.41070 0.228 -0.458 -0.942 0.58
O 1.75057 -2.21784 -0.88037 0.566 0.103 -0.612 -0.38
O 3.34437 -3.36804 0.56737 -0.150 0.052 0.578 -0.28
N 1.13509 -2.32803 1.37334 -0.497 0.616 -0.682 -0.30
C 1.33694 -2.22051 2.81381 0.247 -0.539 -0.308 -0.16
C 0.79072 -0.92603 3.29637 -0.678 0.460 -0.218 -0.66
O 1.11864 -0.37364 4.31713 0.202 0.028 0.470 0.09
O -0.18793 -0.50875 2.53277 -0.312 0.734 -1.124 -0.23
H 4.95640 3.70987 0.74470 -0.020 0.022 -0.001 0.08
H 6.27353 2.90311 -0.11096 0.018 0.003 -0.016 0.08
H 6.22435 2.87773 1.64818 0.001 0.004 0.007 0.09
H 2.95972 2.50304 1.25665 -0.020 0.022 -0.011 0.11
H 1.65002 0.42565 1.18558 -0.038 0.053 0.003 0.08
H 5.15278 -1.76020 0.07936 0.046 -0.057 -0.018 0.11
H 6.46886 0.33594 0.14424 0.043 -0.004 -0.009 0.12
H 2.38094 -2.31327 3.11323 0.028 -0.200 -0.111 0.13
H 0.74839 -2.99469 3.31981 0.180 -0.088 0.014 0.13
O -0.80620 1.38856 0.93318 -0.031 0.122 -0.565 -0.08
H -0.47279 1.48760 1.82595 0.239 -0.073 0.278 0.05
H -0.28286 1.95517 0.34441 0.179 0.048 0.099 0.01
F 2.38904 1.49674 -4.25955 -0.008 0.142 -0.048 0.16
C 2.32595 0.91056 -3.07955 -0.078 -0.023 0.147 -0.66
F 2.41428 -0.41176 -3.27203 -0.024 -0.123 -0.037 0.13
F 3.34322 1.28936 -2.32539 0.056 0.039 0.011 0.16
S 0.69491 1.28663 -2.22511 0.061 -0.031 0.400 0.63
O 0.40239 0.04938 -1.49739 0.359 0.529 0.123 -0.40
O -0.22015 1.61126 -3.28050 -0.014 0.004 -0.042 -0.26
N 0.99549 2.40264 -1.15978 -0.259 0.037 -0.244 -0.31
S 1.26437 3.93838 -1.58232 0.063 -0.465 -0.075 0.62
O 1.79105 4.60316 -0.43674 0.016 0.054 0.112 -0.27
O 1.90522 4.05035 -2.85790 -0.121 0.017 0.087 -0.27
C -0.45993 4.66468 -1.80138 0.038 0.004 -0.019 -0.66
F -1.41004 3.77966 -1.49297 -0.049 -0.126 0.069 0.12
F -0.60508 5.71850 -1.00690 0.036 0.064 0.054 0.14
F -0.64048 5.05304 -3.05577 0.012 -0.012 -0.132 0.15
N -3.32021 0.65769 -2.07426 -0.011 -0.003 -0.041 0.16
C -2.40345 -0.25426 -1.72028 -0.050 -0.086 0.029 -0.15
N -2.32993 -0.43022 -0.41860 0.607 0.234 -0.384 0.01
C -3.25877 0.45941 0.12524 -0.136 -0.196 0.115 -0.22
C -3.60472 0.72120 1.44716 -0.019 -0.005 -0.060 -0.01
C -4.57994 1.66671 1.67737 -0.002 -0.005 -0.018 -0.07
C -5.20838 2.34883 0.62263 0.005 -0.011 0.000 -0.08
C -4.87415 2.10008 -0.69119 0.014 -0.001 0.054 -0.01
C -3.88899 1.14441 -0.91135 -0.082 0.039 0.074 -0.19
H -3.45564 1.00651 -3.00841 0.019 -0.037 0.024 0.17
H -1.80070 -0.76486 -2.44790 0.094 0.038 -0.064 0.11
H -3.10250 0.21870 2.25836 -0.028 0.029 0.010 0.09
H -4.86033 1.90235 2.69454 -0.014 0.005 0.029 0.10
H -5.96541 3.08709 0.84655 -0.016 0.022 0.010 0.10
H -5.34994 2.62503 -1.50664 -0.018 0.030 -0.041 0.11

---

no.,total energy (Ha)
1,-271.6624
2,-343.2068
3,-4728.6734